Entry from the Open Molecules 2025 dataset: C37H51BN7O4S4Zr as an isolated structure at a distorted geometry (the ωB97M-V functional and the def2-TZVPD basis).

```
105
Properties=species:S:1:pos:R:3:lowdin_charge:R:1
Zr 0.360 -3.160 -0.038 1.33
C -3.398 -0.790 -3.071 -0.04
C -2.428 0.067 -2.320 -0.22
C -2.264 1.390 -2.613 0.10
C -1.348 2.193 -1.896 -0.16
N -0.647 1.673 -0.923 0.20
N -0.812 0.369 -0.619 0.02
B -0.048 0.251 0.736 -0.79
N 1.341 0.863 0.607 -0.03
N 1.500 2.009 1.283 0.22
C 2.674 2.589 1.208 -0.17
C 3.715 2.009 0.444 0.10
C 3.551 0.824 -0.220 -0.22
C 4.647 0.193 -1.018 -0.04
C 2.267 0.234 -0.103 -0.52
S 1.927 -1.282 -0.941 0.70
C 2.879 3.897 1.949 -0.54
C 3.221 4.980 0.913 -0.02
C 1.616 4.301 2.706 -0.05
C 4.041 3.725 2.935 -0.02
N -1.000 0.729 1.875 0.00
N -1.687 1.847 2.018 0.24
C -2.447 1.896 3.100 -0.15
C -2.528 0.796 3.999 0.12
C -1.831 -0.378 3.816 -0.18
C -1.868 -1.556 4.735 0.01
C -1.044 -0.333 2.665 -0.38
S 0.231 -1.317 1.930 0.99
C -3.219 3.172 3.379 -0.55
C -3.059 4.169 2.234 -0.05
C -2.644 3.777 4.672 -0.02
C -4.706 2.842 3.566 -0.02
C -1.636 -0.454 -1.256 -0.54
S -1.827 -2.147 -0.858 0.73
C -1.157 3.665 -2.207 -0.54
C -0.141 4.294 -1.258 -0.05
C -0.665 3.795 -3.655 -0.02
C -2.515 4.363 -2.043 -0.01
H -3.867 -0.214 -3.865 0.10
H -4.179 -1.169 -2.409 0.10
H -2.902 -1.656 -3.510 0.09
H -2.843 1.836 -3.411 0.14
H 4.670 2.514 0.395 0.14
H 5.553 0.790 -0.949 0.10
H 4.365 0.112 -2.069 0.10
H 4.863 -0.814 -0.659 0.09
H 2.413 5.109 0.191 0.08
H 4.140 4.763 0.367 0.09
H 3.369 5.931 1.426 0.10
H 0.763 4.426 2.037 0.07
H 1.798 5.252 3.207 0.10
H 1.348 3.565 3.467 0.08
H 4.983 3.488 2.438 0.09
H 3.833 2.943 3.668 0.10
H 4.195 4.657 3.479 0.10
H -3.174 0.894 4.862 0.14
H -2.750 -1.516 5.370 0.10
H -0.985 -1.562 5.377 0.11
H -1.887 -2.490 4.173 0.09
H -2.019 4.461 2.084 0.07
H -3.631 5.065 2.475 0.10
H -3.441 3.770 1.294 0.08
H -1.584 4.016 4.563 0.09
H -2.762 3.114 5.531 0.09
H -3.175 4.700 4.901 0.10
H -5.130 2.383 2.671 0.10
H -5.252 3.766 3.755 0.10
H -4.893 2.186 4.416 0.09
H 0.844 3.833 -1.357 0.08
H -0.450 4.213 -0.215 0.07
H -0.041 5.352 -1.504 0.10
H 0.311 3.324 -3.786 0.10
H -0.566 4.850 -3.910 0.10
H -1.359 3.355 -4.374 0.09
H -2.906 4.237 -1.031 0.08
H -3.263 4.001 -2.750 0.09
H -2.396 5.432 -2.222 0.10
C 1.079 -5.261 -6.448 -0.01
C 1.355 -5.357 -4.977 -0.21
C 1.909 -6.521 -4.446 0.02
C 2.203 -6.628 -3.100 -0.01
C 1.916 -5.555 -2.254 -0.30
C 1.359 -4.391 -2.771 -0.08
C 1.083 -4.287 -4.118 0.01
S 2.473 -5.706 -0.630 0.75
O 3.867 -5.904 -0.485 -0.18
O 1.987 -4.412 0.019 -0.49
N 1.710 -6.918 0.079 -0.10
C 0.327 -7.406 -0.091 -0.14
C -0.687 -6.748 0.857 -0.03
C -0.705 -5.285 0.585 -0.56
O -0.531 -4.370 1.462 -0.12
O -0.693 -4.883 -0.634 -0.16
H 0.576 -6.161 -6.802 0.10
H 2.019 -5.175 -6.997 0.11
H 0.462 -4.399 -6.690 0.09
H 2.129 -7.353 -5.103 0.14
H 2.665 -7.530 -2.718 0.14
H 1.168 -3.481 -2.189 0.01
H 0.654 -3.376 -4.513 0.13
H 2.374 -7.487 0.594 0.15
H 0.369 -8.475 0.104 0.15
H 0.031 -7.272 -1.130 0.13
H -0.465 -6.925 1.907 0.15
H -1.680 -7.151 0.634 0.16
```

The relative energy (zero: lowest compared OMol25 entry of this formula, charge and spin) comes out at 0.198 eV. As for the total charge: +3. The LUMO energy is -8.714 eV. The calculation puts the total energy at -3788.763081 Eh. The calculation puts the highest occupied orbital energy at -0.6155 Eh. The value obtained for the gap between HOMO and LUMO is 8.04 eV.